C9H13ClNS | ωB97M-V with the def2-TZVPD basis set

Its highest occupied orbital energy (alpha / beta) is -11.33 / -14.10 eV. As for the spin multiplicity: 3. The charge is +1. As for the frontier orbital gap (alpha / beta): 6.43 / 7.41 eV. As for the total energy: -34380.1559 eV. Its expectation value of S² is 2.03.

Last column: Mulliken charge in e.
Atoms and positions in Å:
C 3.99 -1.55 1.53  -0.396
C 3.38 -2.64 0.89  -0.121
C 3.37 -0.39 1.70  0.449
C -1.88 0.89 -0.92  -0.649
C -2.02 0.20 0.43  -0.679
C -0.52 1.59 -1.03  -0.599
C -0.88 -0.80 0.65  -0.927
C 0.61 0.59 -0.83  -0.725
C 0.48 -0.08 0.54  0.195
N 1.55 -0.98 0.78  -0.063
S 1.83 -2.45 0.31  0.105
Cl 3.31 1.12 2.24  -0.036
H 5.00 -1.68 1.90  0.382
H 3.87 -3.59 0.74  0.442
H -1.98 0.16 -1.72  0.331
H -2.67 1.63 -1.04  0.313
H -2.02 0.94 1.23  0.345
H -2.96 -0.34 0.47  0.326
H -0.42 2.05 -2.01  0.328
H -0.45 2.38 -0.28  0.341
H -0.96 -1.26 1.63  0.393
H -0.92 -1.58 -0.11  0.425
H 0.58 -0.19 -1.60  0.340
H 1.58 1.09 -0.91  0.286
H 0.54 0.69 1.32  0.193

---

C33H20BrF5N3ORuS2 | ωB97M-V with the def2-TZVPD basis set

Its highest occupied orbital energy (alpha / beta) is -7.11 / -7.10 eV. As for the spin multiplicity: 2. Its relative energy (zero: lowest compared OMol25 entry of this formula, charge and spin) is 56.08 kcal per mole. The charge is 0. As for the frontier orbital gap (alpha / beta): 6.25 / 6.52 eV. As for the total energy: -148943.3735 eV. Its expectation value of S² is 0.96.

Last column: Mulliken charge in e.
Atoms and positions in Å:
Ru -0.15 -0.51 1.19  0.561
S -1.93 -0.82 5.27  -0.287
C -0.27 -1.31 5.43  -0.518
C 0.39 -1.36 4.24  -0.482
C -0.41 -1.00 3.14  0.058
C -1.73 -0.72 3.54  -0.091
C -2.73 -0.50 2.58  1.039
C -4.11 -0.36 2.81  -1.018
C -4.98 -0.34 1.76  -0.384
C -4.47 -0.52 0.45  -0.955
C -3.12 -0.61 0.28  -0.213
N -2.25 -0.54 1.29  0.250
H 0.11 -1.50 6.42  0.478
H 1.43 -1.63 4.17  0.432
H -4.45 -0.27 3.83  0.407
H -6.04 -0.21 1.91  0.415
H -5.13 -0.57 -0.40  0.479
H -2.69 -0.71 -0.72  0.477
O 5.54 -3.20 1.17  -0.547
C 4.34 -2.59 1.11  0.957
C 4.20 -1.22 0.78  -0.759
C 2.96 -0.66 0.76  -1.100
N 1.83 -1.35 1.05  0.923
C 1.97 -2.67 1.28  -0.094
Br 0.32 -3.64 1.31  -0.066
C 3.18 -3.33 1.33  -0.727
H 6.25 -2.58 0.94  0.311
H 5.07 -0.62 0.54  0.357
H 2.82 0.37 0.49  0.476
H 3.24 -4.39 1.52  0.528
F -0.24 6.88 1.23  -0.308
C 0.08 5.62 1.54  0.463
C -0.58 4.56 0.93  -0.332
F -1.54 4.82 0.02  -0.296
C -0.24 3.26 1.25  -0.447
F -0.89 2.22 0.69  0.121
C 0.78 2.97 2.17  1.017
S 1.21 1.36 2.56  -0.393
C 1.43 4.06 2.77  0.170
F 2.41 3.82 3.65  -0.321
C 1.09 5.37 2.48  0.160
F 1.73 6.38 3.07  -0.296
N -0.15 -0.41 -0.72  -0.073
C -0.18 -0.46 -1.97  -0.936
C 0.97 -0.99 -2.75  0.285
C 1.39 -0.35 -3.92  -0.160
C 2.47 -0.84 -4.63  -0.717
C 3.14 -1.97 -4.19  -0.459
C 2.73 -2.61 -3.03  -0.743
C 1.66 -2.11 -2.31  -0.121
C -1.33 0.03 -2.77  0.261
C -2.06 1.14 -2.33  -0.202
C -3.14 1.59 -3.06  -0.658
C -3.52 0.94 -4.22  -0.503
C -2.82 -0.18 -4.64  -0.775
C -1.72 -0.63 -3.93  -0.265
H 0.87 0.54 -4.26  0.527
H 2.79 -0.34 -5.53  0.405
H 3.99 -2.35 -4.74  0.405
H 3.24 -3.50 -2.69  0.453
H 1.32 -2.62 -1.42  0.347
H -1.76 1.65 -1.43  0.685
H -3.68 2.46 -2.72  0.464
H -4.37 1.29 -4.79  0.406
H -3.12 -0.70 -5.54  0.415
H -1.19 -1.51 -4.25  0.513

---

C34H30N6NaO6S | ωB97M-V with the def2-TZVPD basis set

Its highest occupied orbital energy is -3.50 eV. As for the spin multiplicity: 1. Its relative energy (zero: lowest compared OMol25 entry of this formula, charge and spin) is 0.00 kcal per mole. The charge is -1. As for the frontier orbital gap: 5.44 eV. As for the total energy: -72225.9876 eV.

Last column: Mulliken charge in e.
Atoms and positions in Å:
Na 0.48 0.17 -0.06  0.642
C 0.56 -0.89 4.54  -0.943
C 1.13 -0.58 3.29  0.007
N 0.68 -1.05 2.15  -0.024
C -0.39 -1.88 2.14  0.330
C -1.05 -2.23 3.35  1.568
C -0.54 -1.70 4.56  -0.819
C -2.20 -3.06 3.33  -1.109
C -2.65 -3.51 2.13  -1.030
C -2.00 -3.22 0.92  -0.231
C -0.85 -2.41 0.87  -0.372
N -0.21 -2.00 -0.24  -0.030
C -0.30 -2.62 -1.44  0.092
C -0.52 -3.98 -1.66  -1.001
C -0.50 -4.55 -2.94  -0.795
C -0.28 -3.80 -4.07  -1.060
C -0.06 -2.41 -3.91  1.304
C 0.17 -1.57 -5.03  -0.688
C 0.37 -0.23 -4.84  -0.894
C 0.34 0.27 -3.53  -0.566
N 0.14 -0.48 -2.47  0.388
C -0.06 -1.81 -2.63  0.082
H 0.97 -0.47 5.45  0.413
H 1.99 0.08 3.24  0.167
H -1.04 -1.95 5.49  0.383
H -2.70 -3.29 4.26  0.343
H -3.54 -4.13 2.08  0.363
H -2.42 -3.60 0.00  0.624
H -0.67 -4.64 -0.81  0.590
H -0.66 -5.62 -3.03  0.367
H -0.28 -4.24 -5.06  0.348
H 0.17 -2.01 -6.02  0.382
H 0.54 0.44 -5.68  0.394
H 0.50 1.33 -3.34  0.495
O -2.85 2.54 1.27  -0.965
C -2.66 1.45 0.67  0.175
O -1.62 0.77 0.63  -0.061
C -3.84 0.89 -0.13  -0.340
C -5.05 1.57 -0.19  -0.442
C -6.11 1.05 -0.90  -0.567
C -5.93 -0.15 -1.56  -0.111
C -4.74 -0.86 -1.53  -0.369
C -3.69 -0.32 -0.80  0.020
N -7.07 -0.72 -2.31  1.014
O -8.11 -0.08 -2.34  -0.646
O -6.89 -1.76 -2.91  -0.625
H -5.13 2.51 0.35  0.476
H -7.07 1.56 -0.96  0.485
H -4.64 -1.79 -2.05  0.545
H -2.73 -0.83 -0.74  0.639
C 5.52 3.79 3.52  -1.491
C 5.02 3.07 2.30  0.974
C 4.99 3.70 1.06  -0.711
C 4.54 3.03 -0.07  -0.624
C 4.11 1.72 0.04  0.173
C 4.11 1.08 1.27  -0.505
C 4.56 1.75 2.39  -0.679
S 3.44 0.85 -1.37  0.721
C 5.01 0.37 -2.12  -1.159
O 2.88 -0.42 -0.83  -0.557
H 5.53 4.86 3.37  0.363
H 6.53 3.47 3.78  0.307
H 4.89 3.57 4.39  0.359
H 5.32 4.73 0.98  0.314
H 4.48 3.55 -1.02  0.417
H 3.72 0.07 1.33  0.609
H 4.55 1.26 3.35  0.396
H 5.56 -0.23 -1.40  0.328
H 5.57 1.26 -2.40  0.384
H 4.76 -0.22 -3.00  0.418
N -0.61 3.91 0.07  -0.512
C 0.19 2.97 0.66  0.291
N 0.00 2.80 2.01  -0.490
O 1.05 2.36 0.02  -0.533
H -1.53 3.98 0.50  0.354
H -0.64 3.79 -0.93  0.251
H -1.00 2.80 2.23  0.405
H 0.44 1.95 2.33  0.248

---

C7H15S | ωB97M-V with the def2-TZVPD basis set

Its highest occupied orbital energy is -2.30 eV. As for the spin multiplicity: 1. Its relative energy (zero: lowest compared OMol25 entry of this formula, charge and spin) is 13.26 kcal per mole. The charge is -1. As for the frontier orbital gap: 5.88 eV. As for the total energy: -18337.2740 eV.

Last column: Mulliken charge in e.
Atoms and positions in Å:
C -2.02 0.52 -1.43  -0.407
C -0.86 1.37 -1.91  -0.326
C 0.42 1.32 -1.42  0.445
C 1.47 2.35 -1.78  -1.159
H -1.65 -0.19 -0.61  -0.297
H -2.81 1.18 -1.02  0.257
H -2.34 -0.07 -2.28  0.275
H -1.03 2.02 -2.76  0.224
H 0.73 0.54 -0.69  -0.058
H 1.00 3.21 -2.27  0.325
H 1.95 2.74 -0.86  0.274
H 2.26 1.91 -2.41  0.248
C 0.94 -2.61 1.68  -1.282
C 0.69 -1.14 1.42  0.013
C -0.53 -0.66 2.20  -0.781
S -2.07 -1.27 1.39  -0.636
H 1.13 -2.89 2.72  0.335
H 1.80 -3.01 1.08  0.330
H 0.03 -3.15 1.42  0.281
H 1.58 -0.50 1.57  0.397
H 0.39 -1.06 0.35  -0.052
H -0.56 0.45 2.36  0.266
H -0.53 -1.05 3.23  0.326

---

Copy entry 4 word for word.
C7H15S | ωB97M-V with the def2-TZVPD basis set

Its highest occupied orbital energy is -2.30 eV. As for the spin multiplicity: 1. Its relative energy (zero: lowest compared OMol25 entry of this formula, charge and spin) is 13.26 kcal per mole. The charge is -1. As for the frontier orbital gap: 5.88 eV. As for the total energy: -18337.2740 eV.

Last column: Mulliken charge in e.
Atoms and positions in Å:
C -2.02 0.52 -1.43  -0.407
C -0.86 1.37 -1.91  -0.326
C 0.42 1.32 -1.42  0.445
C 1.47 2.35 -1.78  -1.159
H -1.65 -0.19 -0.61  -0.297
H -2.81 1.18 -1.02  0.257
H -2.34 -0.07 -2.28  0.275
H -1.03 2.02 -2.76  0.224
H 0.73 0.54 -0.69  -0.058
H 1.00 3.21 -2.27  0.325
H 1.95 2.74 -0.86  0.274
H 2.26 1.91 -2.41  0.248
C 0.94 -2.61 1.68  -1.282
C 0.69 -1.14 1.42  0.013
C -0.53 -0.66 2.20  -0.781
S -2.07 -1.27 1.39  -0.636
H 1.13 -2.89 2.72  0.335
H 1.80 -3.01 1.08  0.330
H 0.03 -3.15 1.42  0.281
H 1.58 -0.50 1.57  0.397
H 0.39 -1.06 0.35  -0.052
H -0.56 0.45 2.36  0.266
H -0.53 -1.05 3.23  0.326

---

Copy entry 3 word for word.
C34H30N6NaO6S | ωB97M-V with the def2-TZVPD basis set

Its highest occupied orbital energy is -3.50 eV. As for the spin multiplicity: 1. Its relative energy (zero: lowest compared OMol25 entry of this formula, charge and spin) is 0.00 kcal per mole. The charge is -1. As for the frontier orbital gap: 5.44 eV. As for the total energy: -72225.9876 eV.

Last column: Mulliken charge in e.
Atoms and positions in Å:
Na 0.48 0.17 -0.06  0.642
C 0.56 -0.89 4.54  -0.943
C 1.13 -0.58 3.29  0.007
N 0.68 -1.05 2.15  -0.024
C -0.39 -1.88 2.14  0.330
C -1.05 -2.23 3.35  1.568
C -0.54 -1.70 4.56  -0.819
C -2.20 -3.06 3.33  -1.109
C -2.65 -3.51 2.13  -1.030
C -2.00 -3.22 0.92  -0.231
C -0.85 -2.41 0.87  -0.372
N -0.21 -2.00 -0.24  -0.030
C -0.30 -2.62 -1.44  0.092
C -0.52 -3.98 -1.66  -1.001
C -0.50 -4.55 -2.94  -0.795
C -0.28 -3.80 -4.07  -1.060
C -0.06 -2.41 -3.91  1.304
C 0.17 -1.57 -5.03  -0.688
C 0.37 -0.23 -4.84  -0.894
C 0.34 0.27 -3.53  -0.566
N 0.14 -0.48 -2.47  0.388
C -0.06 -1.81 -2.63  0.082
H 0.97 -0.47 5.45  0.413
H 1.99 0.08 3.24  0.167
H -1.04 -1.95 5.49  0.383
H -2.70 -3.29 4.26  0.343
H -3.54 -4.13 2.08  0.363
H -2.42 -3.60 0.00  0.624
H -0.67 -4.64 -0.81  0.590
H -0.66 -5.62 -3.03  0.367
H -0.28 -4.24 -5.06  0.348
H 0.17 -2.01 -6.02  0.382
H 0.54 0.44 -5.68  0.394
H 0.50 1.33 -3.34  0.495
O -2.85 2.54 1.27  -0.965
C -2.66 1.45 0.67  0.175
O -1.62 0.77 0.63  -0.061
C -3.84 0.89 -0.13  -0.340
C -5.05 1.57 -0.19  -0.442
C -6.11 1.05 -0.90  -0.567
C -5.93 -0.15 -1.56  -0.111
C -4.74 -0.86 -1.53  -0.369
C -3.69 -0.32 -0.80  0.020
N -7.07 -0.72 -2.31  1.014
O -8.11 -0.08 -2.34  -0.646
O -6.89 -1.76 -2.91  -0.625
H -5.13 2.51 0.35  0.476
H -7.07 1.56 -0.96  0.485
H -4.64 -1.79 -2.05  0.545
H -2.73 -0.83 -0.74  0.639
C 5.52 3.79 3.52  -1.491
C 5.02 3.07 2.30  0.974
C 4.99 3.70 1.06  -0.711
C 4.54 3.03 -0.07  -0.624
C 4.11 1.72 0.04  0.173
C 4.11 1.08 1.27  -0.505
C 4.56 1.75 2.39  -0.679
S 3.44 0.85 -1.37  0.721
C 5.01 0.37 -2.12  -1.159
O 2.88 -0.42 -0.83  -0.557
H 5.53 4.86 3.37  0.363
H 6.53 3.47 3.78  0.307
H 4.89 3.57 4.39  0.359
H 5.32 4.73 0.98  0.314
H 4.48 3.55 -1.02  0.417
H 3.72 0.07 1.33  0.609
H 4.55 1.26 3.35  0.396
H 5.56 -0.23 -1.40  0.328
H 5.57 1.26 -2.40  0.384
H 4.76 -0.22 -3.00  0.418
N -0.61 3.91 0.07  -0.512
C 0.19 2.97 0.66  0.291
N 0.00 2.80 2.01  -0.490
O 1.05 2.36 0.02  -0.533
H -1.53 3.98 0.50  0.354
H -0.64 3.79 -0.93  0.251
H -1.00 2.80 2.23  0.405
H 0.44 1.95 2.33  0.248

---

Question: What is the formula in the fourth record?
Answer: C7H15S

---

Question: What is the formula in the third record?
Answer: C34H30N6NaO6S